Below is 19 unconnected molecules or ions with the total composition C5H45BrN3O18, with properties calculated with ωB97M-V/def2-TZVPD.

As for the multiplicity: 1. Its calculated total energy is -4309.8430 Eh. For the HOMO energy, the calculation gives -0.478 Eh. The value obtained for the gap between HOMO and LUMO is 9.6134 eV. Its charge is +1.

```
72
Properties=species:S:1:pos:R:3:forces:R:3:lowdin_charge:R:1
C 1.796 0.540 -0.509 -0.140 -0.674 -0.803 -0.49
Br 1.563 1.279 1.336 0.437 -0.252 -0.502 0.76
H 1.798 -2.385 -1.305 -0.130 0.228 0.624 0.14
H 2.287 -4.433 3.399 0.025 -0.178 -0.023 0.01
H -2.168 -3.913 0.351 -0.093 -0.082 0.048 0.03
O -1.732 1.695 0.399 -0.199 -0.291 0.088 -0.06
H 3.731 -0.136 -3.044 -0.120 0.192 -0.263 0.03
H -1.035 2.825 3.666 -0.086 0.207 0.106 0.05
H -1.808 -3.486 -2.491 0.024 -0.121 -0.288 0.01
H 2.795 0.062 -0.548 -0.552 0.501 0.194 0.05
N 0.623 -2.006 1.757 1.398 -0.173 1.537 0.16
N 2.668 -1.939 2.630 -0.615 -0.067 -0.050 0.15
O 2.839 -0.482 -3.149 -0.213 -0.587 0.472 -0.06
O -1.122 0.607 -3.556 -0.205 0.002 0.168 -0.06
H 0.127 -2.551 -0.626 0.928 -0.101 0.254 0.11
O -4.043 -0.314 -0.928 -0.023 0.017 -0.129 -0.05
H 0.127 2.851 2.681 -0.057 0.223 -0.018 -0.07
H 3.426 -1.887 3.306 -0.277 0.013 -0.117 0.18
H -5.924 1.034 -1.569 0.043 0.053 -0.010 0.01
H -3.596 -2.708 -3.560 -0.073 -0.037 -0.075 0.04
H 4.843 -7.279 3.548 0.059 -0.011 -0.115 0.03
H -1.510 0.669 -4.436 0.133 -0.030 0.007 0.05
O -0.131 3.608 -3.480 0.181 0.060 -0.053 -0.05
O -2.114 5.539 -2.605 -0.054 -0.012 0.013 -0.06
O 1.673 5.621 4.227 0.035 -0.138 -0.176 -0.06
H -0.993 1.500 0.990 -0.058 0.078 -0.089 -0.06
H -4.058 -0.078 -1.865 0.034 0.018 0.046 0.03
H 0.362 -0.345 -1.930 -0.035 -0.295 0.596 0.10
H 3.772 -6.392 2.923 0.186 -0.073 0.056 -0.02
H 1.818 1.418 -1.174 -0.202 -0.437 0.426 0.04
H -3.619 4.290 4.285 -0.078 -0.082 -0.057 0.05
C 1.290 -1.979 2.890 0.396 0.345 -0.349 -0.09
H -1.286 -3.709 1.571 -0.028 -0.004 -0.137 -0.01
O -3.283 3.794 3.530 0.207 0.057 0.090 -0.06
O -3.368 -3.534 -4.003 -0.166 0.235 -0.023 -0.05
H -3.290 0.175 -0.578 0.111 0.019 -0.082 0.00
O -0.899 -2.657 4.863 0.084 -0.015 -0.352 -0.05
O -6.036 1.563 -2.371 -0.033 -0.122 0.195 -0.07
H 2.218 -5.353 4.609 -0.005 -0.163 -0.043 0.07
H 4.305 2.581 -3.745 -0.081 -0.052 -0.114 0.07
H -0.890 -3.075 3.994 -0.308 -0.209 0.148 0.02
H -2.515 1.568 0.950 0.018 0.259 0.029 0.05
H -0.266 4.472 -3.889 -0.112 -0.014 0.113 0.04
H 1.755 4.773 -1.778 0.074 0.014 -0.009 0.06
C 2.822 -1.951 1.278 -1.026 0.112 0.817 -0.01
H -1.834 -2.654 5.102 0.078 0.057 0.122 0.07
O -0.865 -3.478 -2.679 0.290 0.082 0.433 -0.06
H 1.933 5.952 3.361 -0.002 0.072 0.110 0.03
H -0.803 -3.891 -3.547 -0.101 0.056 0.043 0.05
O 2.391 4.071 -1.592 -0.145 -0.124 0.178 -0.04
H -6.949 1.866 -2.327 0.070 0.017 -0.107 0.04
H -1.347 1.450 -3.142 0.186 0.069 -0.103 0.02
H 3.247 2.566 -2.654 0.023 0.181 -0.213 0.00
H 0.770 -1.950 3.860 0.723 0.025 -0.289 0.13
H -2.531 4.315 3.221 -0.068 -0.013 -0.067 0.02
N 1.590 -1.992 0.825 -0.714 -0.753 -2.336 -0.11
O 3.556 2.064 -3.424 0.176 0.379 0.305 -0.05
H -2.269 5.422 -1.661 -0.001 0.051 -0.061 0.04
C 1.077 -1.986 -0.570 -0.575 1.483 -1.051 -0.07
H -2.338 4.683 -2.986 -0.037 0.044 0.078 0.03
H 2.329 0.281 -3.441 0.219 -0.019 -0.229 0.02
O 2.325 -5.362 3.650 -0.249 0.354 0.139 -0.03
O -2.076 -4.174 1.274 0.158 0.138 0.059 -0.05
H 0.816 3.576 -3.304 -0.023 -0.236 -0.100 0.01
H -0.160 -0.279 -0.157 0.110 -0.079 -1.002 0.07
H 1.074 4.889 4.032 -0.126 0.021 0.057 -0.01
O -0.409 3.426 3.239 0.121 -0.262 -0.004 -0.07
H 2.236 3.855 -0.664 0.049 0.072 -0.019 0.04
H -3.732 -3.429 -4.889 0.023 -0.134 0.038 0.06
O 4.674 -6.715 2.786 -0.069 0.040 0.031 -0.08
H 3.714 -1.898 0.647 -0.335 -0.155 0.598 0.19
C 0.661 -0.490 -0.877 0.812 0.220 1.238 -0.20
```
Positions in Å, forces in eV/Å.


Below is a single C3H8N4 molecule, with properties calculated with ωB97M-V/def2-TZVPD.

As for the multiplicity: 1. Its calculated total energy is -338.0956 Eh. For the HOMO energy, the calculation gives -0.298 Eh. The value obtained for the gap between HOMO and LUMO is 8.9478 eV. Its charge is 0. The SMILES is [H]/N=C\N/N=C(\C)N. The calculation puts the energy relative to the best compared isomer or geometry (same formula, charge and spin) at 152.75 kJ/mol.

```
15
Properties=species:S:1:pos:R:3:forces:R:3:lowdin_charge:R:1
C -1.798 0.980 -0.249 -0.491 0.571 0.065 -0.33
N 2.276 -0.403 -0.866 0.054 -0.231 -0.190 0.11
N -0.009 -0.399 -1.063 2.724 -0.189 -0.500 0.02
N -1.227 -0.246 -0.472 -1.664 -0.150 1.091 -0.09
H -1.902 -0.967 -0.713 0.385 0.140 -0.094 0.14
H -1.079 1.815 -0.318 -0.333 -0.342 0.045 0.12
N -3.031 1.217 0.029 0.955 -0.115 -0.093 0.05
C 0.992 -0.164 1.217 0.242 -0.037 -0.205 -0.02
C 1.039 -0.331 -0.287 -1.573 -0.215 0.049 -0.44
H 3.048 -0.744 -0.306 -0.307 0.139 -0.079 0.09
H 1.796 -0.747 1.676 -0.011 0.173 -0.061 0.07
H -3.557 0.342 0.072 -0.056 0.054 -0.037 0.02
H 2.263 -0.739 -1.823 0.031 0.174 0.171 0.10
H 1.141 0.891 1.461 -0.030 -0.130 0.114 0.09
H 0.046 -0.505 1.642 0.074 0.157 -0.276 0.07
```
Positions in Å, forces in eV/Å.


Below is a single H4NOPS molecule, with properties calculated with ωB97M-V/def2-TZVPD.

As for the multiplicity: 1. Its calculated total energy is -871.9482 Eh. For the HOMO energy, the calculation gives -0.308 Eh. The value obtained for the gap between HOMO and LUMO is 9.2369 eV. Its charge is 0. The SMILES is NP(O)S. The calculation puts the energy relative to the best compared isomer or geometry (same formula, charge and spin) at 63.33 kJ/mol.

```
8
Properties=species:S:1:pos:R:3:forces:R:3:lowdin_charge:R:1
H -0.705 0.681 -1.754 -0.386 -0.769 0.372 0.01
S 1.360 1.604 0.398 0.990 -2.954 2.206 0.38
H 1.003 2.383 -0.492 -1.084 2.452 -2.550 -0.31
H -0.353 -1.279 0.823 0.389 -0.671 -0.330 0.06
P -0.650 0.776 0.582 -1.705 3.311 -2.712 0.42
O -0.478 -0.509 1.375 0.485 -2.881 2.388 -0.36
H -2.023 -0.212 -1.125 1.915 0.668 0.233 0.05
N -0.978 -0.001 -1.022 -0.604 0.844 0.395 -0.24
```
Positions in Å, forces in eV/Å.


Below is a single C4H8N2 molecule, with properties calculated with ωB97M-V/def2-TZVPD.

As for the multiplicity: 1. Its calculated total energy is -266.5817 Eh. For the HOMO energy, the calculation gives -0.296 Eh. The value obtained for the gap between HOMO and LUMO is 8.4842 eV. Its charge is 0. The SMILES is [H]/N=C(\C)C(=C)N. The calculation puts the energy relative to the best compared isomer or geometry (same formula, charge and spin) at 368.26 kJ/mol.

```
14
Properties=species:S:1:pos:R:3:forces:R:3:lowdin_charge:R:1
H -1.602 -1.107 -0.924 -1.769 2.561 -2.205 0.19
N 1.718 0.537 0.437 0.570 -0.148 -0.229 0.10
H -1.175 0.971 -1.644 -0.565 -0.973 -0.982 0.09
H 0.225 0.583 2.660 0.061 0.196 0.061 0.05
C 0.439 0.079 0.619 0.283 -1.656 1.493 -0.41
H 2.276 0.695 1.261 -0.048 0.021 0.043 0.09
H 2.197 0.074 -0.325 0.030 0.075 0.178 0.07
H -1.302 0.003 1.835 -0.105 -0.373 -0.008 0.04
C -0.132 -0.582 -0.614 4.349 4.874 -0.334 -0.44
H -2.104 0.445 -0.197 0.764 0.191 0.539 0.05
C -0.245 0.184 1.775 0.204 0.247 -0.449 0.03
C -1.366 0.165 -0.939 -1.706 -4.435 0.250 -0.04
N 0.747 -0.948 -1.515 -1.827 -0.614 1.691 0.12
H 0.323 -1.098 -2.428 -0.242 0.034 -0.049 0.05
```
Positions in Å, forces in eV/Å.


Below is a molecular structure, C27H32BiCl2N2O4, with properties calculated with ωB97M-V/def2-TZVPD.

As for the multiplicity: 1. Its calculated total energy is -2593.4631 Eh. For the HOMO energy, the calculation gives -0.123 Eh. The value obtained for the gap between HOMO and LUMO is 6.0347 eV. Its charge is -1. The calculation puts the energy relative to the best compared isomer or geometry (same formula, charge and spin) at 0.00 kJ/mol.

```
68
Properties=species:S:1:pos:R:3:forces:R:3:lowdin_charge:R:1
C -0.081 -2.564 1.699 -0.179 0.261 -0.578 -0.57
O 0.779 3.594 -2.302 0.068 1.672 -0.078 0.02
H 3.348 2.071 0.402 -0.216 0.379 -0.151 0.02
C 1.422 2.921 -0.111 -0.363 -0.422 -0.476 -0.57
H 0.501 -0.657 2.626 -0.172 -0.484 -0.045 0.06
C 1.213 -3.240 2.084 -0.060 -0.495 -0.102 -0.04
C 0.187 2.275 4.027 -0.177 -1.125 0.460 -0.03
H 0.535 2.193 -4.296 0.366 -0.224 0.101 0.10
C 0.804 2.706 1.249 -0.055 0.695 -0.390 -0.09
H -0.222 1.346 -6.229 -0.197 0.023 0.108 0.09
H 1.348 4.969 -0.816 -0.220 0.339 -0.195 0.13
C -1.285 -3.482 1.588 0.028 -0.359 -0.671 -0.02
C 2.932 3.002 -0.013 0.025 0.288 -0.304 -0.04
H -0.463 -0.630 6.498 -0.176 0.061 -0.115 0.10
C 0.815 1.016 6.026 -1.115 0.259 -1.661 -0.72
H 1.827 2.792 5.339 -0.255 -0.152 -0.016 0.10
H -0.263 2.533 1.131 0.323 0.188 0.058 0.07
C -0.757 -1.965 -2.800 -0.285 0.306 -1.162 -0.22
H 1.912 -0.975 -1.714 0.043 0.320 1.045 -0.04
H 1.343 -4.104 1.424 0.280 -0.072 0.250 0.09
H -1.010 -4.038 -2.270 0.425 0.071 0.008 0.10
O -2.894 1.548 2.416 1.007 -0.541 0.998 0.00
C -0.184 0.308 -3.543 -0.523 -0.736 -0.815 -0.22
H 2.062 -2.548 1.979 -0.376 -0.253 0.048 0.02
H 3.325 3.174 -1.023 0.256 0.051 0.245 0.09
H -0.563 -1.737 3.585 0.302 -0.138 0.165 0.09
C 0.908 2.278 -2.261 -0.006 -0.530 2.835 -0.34
H 0.931 3.633 1.804 0.327 0.085 0.071 0.08
H 3.143 3.852 0.637 0.401 0.024 0.001 0.09
C -0.281 0.176 5.794 0.122 0.499 -0.191 -0.10
C -0.510 -3.096 -0.495 0.574 1.940 2.006 -0.35
H -1.619 -4.184 -4.422 -0.170 0.127 0.076 0.09
N 1.104 1.853 -1.047 0.890 0.647 -3.027 -0.10
O -1.239 -3.972 0.174 -0.750 -1.259 0.912 0.02
C -0.370 -3.198 -1.980 -0.254 -0.091 0.300 -0.04
C -1.092 0.365 4.657 0.639 -0.060 0.532 -0.08
H 0.701 -3.434 -2.169 -0.519 0.122 0.007 0.14
H -1.423 2.193 -5.214 0.044 -0.097 -0.191 0.09
H -1.939 -0.311 4.541 0.193 0.240 -0.128 0.12
C -0.797 1.312 3.660 -0.644 0.079 0.357 -0.09
H -1.197 -4.335 2.250 -0.386 -0.255 -0.035 0.13
C -1.701 1.206 2.328 -0.424 1.587 -1.886 -0.60
H -1.215 -0.874 2.216 0.088 -0.128 0.116 0.06
H 1.834 1.073 -3.700 -0.519 0.152 0.014 0.14
C -1.055 0.161 -4.631 0.810 0.109 0.313 -0.25
H 0.344 3.182 3.474 -0.042 -0.158 -0.146 0.08
C -1.771 -1.023 -4.766 -0.114 0.042 0.048 -0.03
C 0.770 4.056 -0.881 0.023 -0.100 -0.737 -0.03
H -0.290 4.158 -0.618 0.291 0.206 0.021 0.14
H -2.906 -3.703 -3.282 0.055 -0.055 -0.203 0.09
C -0.330 -1.375 2.588 -0.489 -0.544 -0.006 -0.08
C -0.125 -0.745 -2.651 -0.088 0.872 2.512 -0.26
H 1.087 -3.556 3.121 0.339 -0.194 0.079 0.09
C -2.320 -3.382 -4.152 -0.482 -0.223 -0.367 -0.07
O -1.164 0.883 1.177 -1.217 0.367 2.980 -0.31
C -1.624 -2.094 -3.893 0.703 -0.244 0.405 -0.25
H -1.942 0.935 -6.357 -0.044 0.266 -0.230 0.07
H -2.227 -2.924 1.672 0.198 -0.271 0.169 0.14
H -2.995 -3.223 -4.992 -0.183 -0.298 -0.039 0.07
N 0.007 -2.200 0.294 0.173 -2.591 -1.952 -0.10
C 0.811 1.472 -3.518 -0.129 0.325 0.146 -0.04
H 1.242 1.859 1.794 0.025 0.422 -0.315 0.05
C -1.157 1.228 -5.662 -0.389 0.161 -0.489 -0.07
C 1.019 2.084 5.150 -0.554 0.110 -0.227 -0.10
H -2.440 -1.130 -5.609 -0.105 -0.015 -0.118 0.10
Bi 0.573 -0.183 -0.391 0.983 -1.033 -2.326 1.51
Cl 1.883 0.775 7.336 0.394 -0.191 0.640 0.66
Cl 2.739 -0.296 1.065 1.482 0.045 1.345 -0.16
```
Positions in Å, forces in eV/Å.


Among the records above, which one has the lowest calculated total energy? C5H45BrN3O18


Which of these has the highest charge? C5H45BrN3O18